{"formula": "C7H12F12N2O11S4V", "method": "the ωB97M-V functional and the def2-TZVPD basis", "species": ["V", "C", "F", "F", "F", "S", "O", "O", "N", "S", "O", "O", "C", "F", "F", "F", "C", "F", "F", "F", "S", "O", "O", "N", "S", "O", "O", "C", "F", "F", "F", "C", "O", "H", "H", "H", "H", "C", "O", "H", "H", "H", "H", "C", "O", "H", "H", "H", "H"], "coordinates": [[-3.505940, 20.471520, -16.778370], [0.723920, 21.184750, -15.438170], [1.585000, 21.909410, -14.752190], [0.924170, 21.611040, -16.681750], [0.899930, 19.886850, -15.283100], [-1.151440, 21.722210, -14.917600], [-1.109080, 22.236540, -13.559150], [-1.636240, 22.719050, -15.891560], [-2.128330, 20.312980, -15.222630], [-1.990840, 19.515750, -13.831860], [-0.710130, 19.634460, -13.107560], [-3.228740, 19.679460, -13.072530], [-1.979700, 17.675940, -14.462120], [-0.890540, 17.368770, -15.180910], [-1.913840, 16.821700, -13.437300], [-3.137930, 17.380600, -15.142770], [-7.687460, 21.394510, -17.805820], [-8.046520, 22.127300, -16.732260], [-7.705790, 20.079540, -17.375120], [-8.587490, 21.625110, -18.829640], [-5.818540, 21.721390, -18.488620], [-5.263190, 20.433750, -18.918370], [-5.867240, 22.761540, -19.500510], [-4.917040, 22.047030, -17.065320], [-5.117590, 23.581930, -16.921480], [-3.889740, 24.254600, -17.360910], [-6.325160, 24.234860, -17.387180], [-5.039020, 23.811610, -14.971280], [-6.136720, 23.286050, -14.404810], [-3.977480, 23.163340, -14.473380], [-4.985430, 25.130640, -14.712930], [-5.887600, 19.920580, -14.792150], [-5.180670, 19.313640, -15.907570], [-5.768670, 20.996090, -14.660910], [-6.958810, 19.802700, -14.955620], [-5.684570, 19.424750, -13.842920], [-5.438320, 18.391480, -15.977160], [-3.552460, 18.038030, -19.037750], [-3.017700, 18.376140, -17.783160], [-3.318200, 18.711540, -19.862140], [-3.183430, 17.041340, -19.279680], [-4.634620, 18.136860, -18.952530], [-2.332080, 17.716250, -17.656420], [-2.222490, 22.290010, -19.494010], [-2.179250, 21.184270, -18.570550], [-2.573590, 23.231840, -19.072370], [-1.292680, 22.527950, -20.010650], [-2.783730, 21.816360, -20.299470], [-1.699930, 20.449760, -18.960880]], "forces_ev_per_a": [[-0.323, -0.897, -1.600], [-1.089, 1.495, 0.134], [-0.146, -0.532, 1.189], [-0.656, -1.052, -0.661], [0.236, 0.427, -0.437], [-0.384, 3.232, -1.182], [0.040, -1.401, -1.479], [1.055, -2.354, 0.676], [2.646, 1.669, 1.313], [-0.587, -2.005, 3.036], [-2.333, -0.411, -1.959], [1.547, -0.656, -1.034], [-0.201, -0.500, 0.840], [-0.689, 0.770, -0.743], [-0.520, 0.692, 0.227], [1.339, 0.432, 0.230], [-0.531, -0.318, 0.074], [0.660, -0.637, -1.485], [-0.172, 1.773, -1.223], [1.843, -0.767, 1.941], [0.173, -0.881, -1.054], [-0.595, 0.721, 0.995], [-0.073, -1.611, 1.592], [-2.815, -1.535, -2.404], [3.109, 6.948, 1.943], [-1.360, -1.015, 0.669], [0.234, -1.665, 0.996], [-0.223, -0.020, -1.241], [0.136, 0.290, -0.059], [-0.545, 0.616, -0.199], [0.105, -1.311, -0.102], [-1.393, -0.569, 0.552], [0.384, 1.394, 0.536], [0.802, -0.273, -0.545], [-0.077, -0.094, -0.226], [0.519, 0.012, -0.188], [0.183, -0.037, -0.012], [-1.150, -0.186, -1.047], [0.916, 0.620, 0.651], [0.557, 0.260, 0.193], [-0.542, -0.051, -0.268], [0.001, -0.627, -0.137], [0.267, 0.341, 0.774], [-0.023, -0.758, -1.552], [0.292, 0.179, 1.586], [-0.525, -0.632, 0.312], [0.683, -0.300, 0.732], [-0.865, 1.150, -0.258], [0.088, 0.073, -0.095]], "nbo_charge": [1.30, 0.83, -0.29, -0.31, -0.29, 2.07, -0.85, -0.87, -1.27, 2.17, -0.87, -0.89, 0.75, -0.31, -0.30, -0.33, 0.81, -0.29, -0.32, -0.30, 2.12, -0.92, -0.83, -1.26, 2.17, -0.92, -0.88, 0.78, -0.32, -0.30, -0.30, -0.26, -0.77, 0.22, 0.19, 0.21, 0.51, -0.25, -0.75, 0.18, 0.18, 0.21, 0.51, -0.26, -0.76, 0.25, 0.18, 0.18, 0.49], "homo_lumo_gap_ha": [0.32958, 0.37405], "largest_force_ev_per_a": 7.9, "spin_multiplicity": 4, "charge": 0, "e_tot_ha": -4946.092540, "e_above_lowest_kj_mol": 313.8, "lumo_ev": [-0.5, -0.5]}